[1]
{
  "formula": "C22H36BF14NO22S4Zr",
  "method": "ωB97M-V with the def2-TZVPD basis set",
  "homo_energy_ev": -9.215,
  "total_energy_ha": -5631.73706,
  "gap_ev": 2.62,
  "total_charge": 0,
  "elements": ["H", "H", "F", "N", "H", "F", "H", "C", "F", "F", "C", "F", "O", "F", "H", "O", "O", "S", "S", "S", "F", "C", "O", "O", "C", "H", "H", "S", "H", "H", "H", "F", "Zr", "H", "H", "H", "O", "C", "H", "O", "O", "C", "O", "C", "H", "H", "O", "C", "H", "O", "O", "H", "H", "F", "H", "F", "H", "C", "H", "H", "H", "F", "F", "F", "C", "C", "O", "H", "O", "B", "O", "H", "H", "C", "C", "C", "O", "C", "C", "C", "H", "H", "O", "O", "O", "C", "H", "C", "O", "H", "H", "O", "O", "H", "C", "F", "H", "C", "H", "H", "C"],
  "xyz": [[-3.360, 3.399, 10.435], [4.321, -0.743, 7.237], [-5.632, -3.883, -1.820], [0.643, 0.024, 0.303], [4.464, 11.847, 1.224], [6.983, -1.944, 3.209], [1.811, -5.205, -0.992], [-2.231, -7.735, -4.134], [-4.522, 2.027, -7.115], [1.866, 8.917, 4.063], [-5.532, -5.213, -2.010], [-1.738, 0.616, 0.728], [6.672, -3.967, -8.391], [-6.585, -5.632, -2.800], [-1.297, -8.014, -4.621], [-1.328, -2.685, 5.535], [-2.649, -4.887, 4.259], [-0.368, 1.451, 0.463], [7.014, -5.182, -7.247], [1.644, 0.928, -0.541], [2.595, -0.365, -0.656], [-2.385, -3.238, 6.289], [2.495, 1.890, 0.194], [4.769, -1.521, 4.360], [3.673, 11.184, 0.875], [2.587, -6.736, -1.053], [3.763, 0.587, 6.371], [-5.252, 5.579, 10.289], [5.315, -2.423, -8.670], [-5.234, -2.153, -9.782], [4.272, 1.174, 8.573], [-6.009, 0.814, -6.037], [0.421, -3.774, 2.138], [-6.209, -2.304, -11.889], [2.795, -5.707, 0.400], [-4.444, 3.996, 7.649], [8.435, -5.200, -6.930], [-6.527, -1.454, -11.285], [-2.865, 4.342, 8.294], [-4.277, -0.840, -7.754], [6.237, -4.304, -6.114], [-5.131, -0.072, -8.143], [-4.292, 5.513, 8.905], [-4.100, -5.373, -2.608], [-4.252, -3.927, 5.158], [4.040, 10.572, 0.051], [-6.554, 6.261, 10.067], [5.272, -3.381, -6.644], [-1.973, -3.630, 7.220], [-0.270, 2.313, 1.624], [-0.824, 2.117, -0.711], [-2.927, -6.525, -5.448], [2.312, 13.061, 0.735], [4.011, 8.724, 4.137], [-2.041, -7.925, -3.078], [-5.673, -5.901, -0.854], [1.562, 11.432, 0.184], [7.071, -0.940, 4.039], [-3.042, -2.420, 6.583], [-1.875, -5.677, -4.320], [-3.620, -5.216, 6.122], [8.124, -1.013, 4.848], [7.184, 0.093, 3.253], [-6.595, 1.823, -7.910], [-4.255, 3.416, 9.813], [-2.727, -6.354, -4.390], [3.303, 10.493, 2.031], [5.462, -2.439, -6.130], [-5.808, -0.167, -9.365], [2.122, -6.036, -0.377], [5.806, -0.103, 5.869], [1.233, -6.430, 0.091], [5.980, 0.849, 8.497], [-3.915, 4.239, 8.570], [4.692, 0.158, 6.747], [5.106, 1.060, 7.881], [-3.985, -6.047, -3.800], [2.943, 8.458, 3.383], [-5.378, -1.219, -10.325], [-5.551, 1.164, -7.327], [-6.669, -0.620, -11.972], [2.644, 12.300, -0.673], [6.322, -6.422, -7.535], [-5.430, 3.991, 10.320], [-3.090, -4.878, -2.077], [5.713, -0.856, 4.774], [-4.505, -0.886, -10.886], [2.996, 9.149, 1.994], [-4.412, 6.045, 11.354], [-2.966, -8.470, -4.463], [4.628, -4.143, -8.540], [1.403, 1.080, -1.936], [2.723, 8.459, 0.971], [-7.451, -1.605, -10.727], [-3.318, -4.388, 5.480], [2.934, 7.095, 3.385], [4.251, -3.570, -6.312], [5.316, -3.387, -8.162], [-4.424, 2.348, 9.676], [5.128, 2.096, 7.542], [2.446, 12.044, 0.368]],
  "forces_ev_per_a": [[-0.38, 0.75, 0.87], [0.48, -0.69, -0.50], [-0.53, -0.96, 0.35], [-2.89, 4.62, 0.72], [0.06, -0.02, -0.25], [0.68, -1.94, -0.14], [-1.21, 3.61, -2.50], [-0.11, -1.63, 1.84], [-1.10, -1.10, -0.69], [0.23, -0.39, -0.56], [-0.88, -0.18, -0.83], [0.47, -0.61, 0.82], [0.33, -1.39, 0.33], [1.78, 0.72, 0.75], [-0.01, 0.63, -0.33], [-3.67, -2.27, 2.02], [-2.30, 2.03, 5.34], [-4.85, -0.11, 2.47], [-0.10, 1.74, -0.28], [6.98, -2.02, -1.32], [1.23, -0.39, 0.26], [4.09, 4.91, -1.83], [-2.53, -1.41, -1.30], [1.36, 1.76, 1.19], [-1.34, 2.17, -1.19], [1.74, -2.93, -2.21], [0.51, 0.12, -1.26], [-1.43, 2.29, -1.17], [-0.18, -0.24, 0.17], [0.52, 0.27, 0.15], [-0.25, -0.65, 0.13], [0.91, 0.13, -2.39], [0.84, -0.77, -1.63], [-0.47, -0.22, 0.02], [3.22, 1.39, 3.33], [-0.25, -0.60, 0.11], [-2.66, 0.19, -0.81], [0.40, 0.56, 0.03], [0.20, -0.68, 0.39], [-1.43, 1.34, -0.52], [0.06, -1.12, -0.36], [0.71, -1.89, -1.81], [-2.05, 2.94, 2.12], [4.71, -0.07, -0.96], [0.38, 1.48, -0.03], [-0.14, -0.39, 0.36], [3.65, -2.37, 0.23], [-0.85, 0.97, 1.02], [0.04, -1.66, -0.26], [0.92, -1.75, -0.62], [1.36, -0.03, -0.81], [-0.54, 1.32, -0.23], [-0.29, -0.55, 1.04], [0.43, 0.88, -0.15], [-0.04, -0.02, 0.20], [0.44, 0.85, -0.64], [-0.23, 0.12, 0.96], [-1.20, 0.17, 0.11], [-0.58, -0.16, -0.34], [-0.77, 0.72, 0.60], [0.73, -0.03, 0.34], [-0.01, -0.31, -0.05], [0.55, 2.25, -0.49], [1.41, -0.57, 0.54], [1.57, -1.62, -1.05], [1.21, -0.75, -1.95], [-0.47, -3.67, 1.79], [0.59, 0.21, -0.53], [1.36, 0.13, 1.63], [-0.72, 1.47, 0.93], [-0.54, 0.32, -0.51], [-4.12, -2.20, 2.09], [0.09, -0.36, -0.50], [0.20, -0.89, -1.06], [-0.56, -0.69, 1.68], [-0.32, 1.57, 0.22], [-1.57, 0.71, 1.93], [0.22, -0.67, 1.50], [-1.00, 0.28, 0.59], [-1.55, 1.32, 2.05], [-0.02, 0.10, 0.11], [0.56, -0.10, -0.38], [0.74, 1.87, 0.22], [-0.42, 0.62, 0.79], [-3.54, -1.29, -0.72], [-1.60, -1.65, 0.38], [0.20, 0.00, 0.50], [-0.85, -1.46, -4.39], [-0.60, -0.60, -0.74], [-0.10, -0.03, 0.06], [-0.28, 0.49, -0.28], [-0.78, 1.12, 0.15], [1.32, 3.12, 3.93], [0.04, -0.35, -0.22], [1.71, -4.31, -5.70], [-0.80, 1.46, -1.02], [0.07, -0.86, 0.11], [2.28, -1.85, 0.42], [-0.49, 0.19, -0.49], [0.75, 0.07, -0.28], [1.31, -0.49, -1.63]]
}

[2]
{
  "formula": "C30H46IrN4O5Si2",
  "method": "ωB97M-V with the def2-TZVPD basis set",
  "homo_energy_ev": [-13.141, -13.144],
  "total_energy_ha": -2448.70445,
  "multiplicity": 2,
  "gap_ev": [3.73, 4.33],
  "total_charge": 2,
  "elements": ["C", "H", "C", "H", "C", "C", "C", "H", "H", "C", "H", "H", "H", "O", "H", "N", "H", "C", "O", "H", "C", "Si", "H", "H", "C", "C", "O", "C", "H", "H", "H", "H", "H", "H", "H", "H", "Si", "H", "H", "H", "N", "C", "H", "C", "C", "H", "H", "H", "H", "C", "H", "H", "H", "C", "Ir", "H", "H", "N", "H", "H", "H", "C", "C", "N", "C", "H", "H", "H", "H", "C", "C", "H", "C", "C", "H", "C", "H", "H", "C", "O", "C", "C", "O", "H", "C", "C", "H", "C"],
  "xyz": [[1.768, 1.542, 2.833], [3.757, 2.028, 2.098], [-0.389, -3.749, -1.172], [2.256, -3.020, -2.964], [-1.413, 1.023, -2.704], [-4.404, 1.772, -2.315], [0.875, 1.044, 5.003], [-5.137, 2.312, -1.724], [-2.987, 0.778, 3.256], [2.117, -3.808, -0.977], [0.024, 1.570, 4.579], [4.234, -6.118, 0.304], [-2.452, 2.490, 0.819], [0.429, -0.829, 2.032], [4.074, 1.188, 4.204], [0.746, -2.748, 0.782], [-1.581, -0.043, 2.585], [-2.668, -0.029, 2.606], [2.473, 1.683, 0.505], [2.324, -4.757, 0.953], [0.779, 6.036, -0.655], [-2.639, 2.050, -1.660], [4.127, -4.436, -3.624], [-5.441, 1.507, 1.470], [-2.262, 1.617, 0.193], [1.681, 3.848, -0.276], [0.966, -1.348, -2.403], [3.803, -5.435, -0.413], [-0.988, -4.551, 0.738], [0.611, 6.261, -1.708], [-3.775, -1.436, -1.080], [-0.094, -3.111, -3.201], [-1.847, 0.083, -3.030], [-4.675, 0.722, -2.326], [3.386, -0.448, 4.124], [-2.908, 4.457, -0.927], [-3.387, 0.173, 0.836], [-1.294, 4.148, -1.565], [-3.012, -0.966, 3.031], [-0.111, 5.577, -0.230], [1.980, 1.113, 4.068], [2.905, 1.398, 1.817], [-4.492, 2.136, -3.334], [-0.701, -3.694, -2.527], [-2.303, -5.164, -0.819], [3.356, 6.497, 0.146], [-5.658, 0.740, -0.090], [-0.492, 0.800, -2.160], [-3.503, -5.579, -2.549], [-2.622, -5.088, -2.166], [3.242, 0.512, 5.603], [-2.072, -1.314, -0.700], [0.607, -0.002, 5.164], [3.240, 0.562, 4.515], [-0.126, 1.249, 0.517], [-5.791, -0.203, 1.369], [-2.662, 4.334, -2.660], [1.907, 5.136, -0.496], [0.987, 6.966, -0.133], [3.210, 6.310, -1.605], [-1.132, 1.572, -3.597], [-2.347, 3.944, -1.699], [3.737, -4.507, -2.621], [0.567, -0.770, -0.225], [2.718, -4.661, -0.047], [3.302, 2.686, -1.042], [0.872, -3.409, 1.527], [3.630, 3.396, 0.572], [-3.136, -2.270, 0.311], [0.572, -1.434, 0.972], [3.197, 5.771, -0.655], [1.153, 1.497, 5.956], [4.317, -5.369, -1.701], [2.658, -3.728, -2.258], [4.013, 5.057, -0.656], [-3.065, -1.352, -0.262], [-2.046, -4.290, -4.071], [-2.906, -5.758, -0.151], [2.875, 2.916, -0.056], [0.688, 2.046, 2.478], [-1.208, -4.486, -0.316], [0.822, -1.600, -1.237], [0.526, 3.387, -0.268], [3.234, 0.354, 1.811], [0.857, -3.064, -0.624], [-1.810, -4.354, -3.020], [5.175, -5.960, -1.986], [-5.239, 0.606, 0.901]],
  "forces_ev_per_a": [[1.71, -0.84, 0.65], [-0.11, -0.11, 0.04], [-0.38, -0.33, 0.21], [-0.10, -0.13, -0.11], [-0.35, 0.61, 0.51], [0.48, -0.26, 0.83], [-0.59, 0.06, 0.23], [-0.13, 0.09, 0.12], [-0.13, 0.24, 0.10], [0.62, -0.27, 0.05], [0.02, -0.07, 0.17], [0.08, 0.00, 0.07], [0.40, 0.27, 0.27], [-0.58, 1.43, 0.54], [0.04, -0.02, 0.05], [-0.02, 0.55, 0.29], [0.07, -0.09, 0.11], [-0.50, -0.18, -0.94], [-0.53, 0.01, 0.08], [-0.01, -0.07, 0.16], [-0.55, 0.18, -0.01], [0.56, 0.91, -0.87], [0.08, 0.01, -0.10], [0.03, 0.18, 0.14], [0.10, -1.04, -0.22], [1.72, 0.36, 0.16], [-0.08, 0.43, 0.45], [0.18, -0.19, -0.07], [0.02, -0.03, 0.15], [-0.01, -0.05, -0.02], [-0.15, 0.08, -0.14], [0.05, -0.08, -0.03], [-0.07, -0.20, 0.08], [-0.10, -0.23, 0.01], [-0.01, -0.01, 0.04], [-0.18, 0.05, 0.22], [0.40, -0.60, 0.85], [0.21, 0.14, 0.00], [0.00, -0.21, 0.21], [0.03, 0.14, -0.09], [-0.46, 0.53, -0.81], [0.13, -0.30, 0.32], [0.32, 0.14, -0.18], [0.14, 0.08, -0.03], [-0.14, -0.05, 0.00], [-0.03, -0.09, -0.02], [-0.03, 0.00, -0.19], [0.08, -0.07, -0.14], [-0.02, -0.13, -0.01], [0.03, 0.10, -0.02], [-0.04, 0.05, -0.10], [0.19, -0.05, -0.09], [0.03, 0.03, 0.03], [0.61, -0.21, -0.08], [1.47, 0.32, 0.12], [0.10, -0.26, 0.15], [-0.05, 0.15, -0.22], [-0.60, -0.74, 0.17], [0.07, 0.01, 0.05], [0.01, -0.09, 0.04], [0.05, 0.13, -0.17], [0.02, -1.12, -0.29], [0.21, -0.15, 0.19], [-1.32, 3.49, 2.26], [-0.33, 0.22, -0.35], [0.05, 0.16, 0.16], [-0.09, 0.03, 0.16], [-0.10, -0.06, -0.14], [-0.02, -0.15, 0.16], [0.16, -1.52, -0.80], [0.55, 0.12, 0.00], [0.03, 0.00, -0.10], [-0.06, 0.14, 0.00], [-0.22, 0.21, 0.03], [0.01, 0.00, -0.04], [-0.10, 0.71, 0.44], [-0.01, 0.00, -0.11], [-0.13, -0.04, 0.07], [0.01, 0.04, -0.29], [-2.04, 0.27, -1.52], [0.27, 0.09, -0.30], [0.52, -1.38, -2.32], [-2.02, -2.30, 0.39], [0.06, 0.11, 0.09], [-0.07, 0.81, -0.67], [-0.18, -0.07, 0.18], [-0.01, -0.11, 0.04], [0.77, 0.20, -0.21]]
}

[3]
{
  "formula": "C3H8N2OS",
  "method": "ωB97M-V with the def2-TZVPD basis set",
  "homo_energy_ev": -9.295,
  "smiles": "NC(=O)NCCS",
  "total_energy_ha": -702.05779,
  "gap_ev": 10.05,
  "total_charge": 0,
  "elements": ["H", "H", "H", "H", "N", "N", "C", "H", "C", "H", "C", "H", "H", "S", "O"],
  "xyz": [[-1.643, -0.594, -1.594], [-0.060, -1.283, 1.741], [0.319, 1.617, 0.705], [1.937, 1.090, 1.212], [-0.253, -0.996, 0.812], [-1.877, -0.169, -0.718], [0.853, -0.361, 0.066], [1.700, -1.045, 0.035], [1.206, 1.071, 0.402], [0.393, -0.316, -0.919], [-1.577, -0.813, 0.483], [-2.827, 0.167, -0.670], [2.136, 0.934, -1.900], [2.134, 1.869, -0.922], [-2.441, -1.170, 1.268]],
  "forces_ev_per_a": [[0.21, -0.15, -0.12], [-0.29, -0.36, 0.75], [-0.08, 0.21, -0.29], [-0.38, 0.01, 0.34], [0.89, 1.02, -1.25], [-0.01, 0.54, 0.40], [-1.75, -0.72, -0.82], [0.11, 0.20, 0.04], [0.82, -0.60, 0.82], [0.67, -0.08, -0.39], [0.00, -0.71, 1.23], [-0.12, -0.30, -0.23], [-0.28, 0.01, 0.45], [0.20, 0.49, -0.66], [0.01, 0.41, -0.27]]
}

[4]
{
  "formula": "C8H13NO3",
  "method": "ωB97M-V with the def2-TZVPD basis set",
  "homo_energy_ev": -9.964,
  "smiles": "CC(=O)OC1(N=O)CCCCC1",
  "total_energy_ha": -592.81098,
  "gap_ev": 8.47,
  "total_charge": 0,
  "elements": ["H", "C", "H", "H", "H", "H", "H", "C", "O", "O", "C", "C", "H", "C", "H", "H", "N", "C", "H", "H", "C", "H", "O", "C", "H"],
  "xyz": [[0.140, -1.492, -0.318], [2.707, -0.586, -0.229], [0.768, 1.335, 1.894], [1.300, 2.055, 0.345], [1.602, -0.737, 1.702], [2.137, -1.113, -2.203], [-0.510, -0.847, -1.843], [-3.614, -0.549, 0.946], [-1.888, 2.252, -0.830], [-1.467, 0.168, 0.507], [1.036, 0.941, 0.759], [2.118, 0.060, 1.103], [2.643, -1.796, -0.043], [-0.235, 0.692, -0.180], [-3.875, 0.666, 0.657], [-4.315, -1.324, 0.282], [-0.542, 2.173, -0.671], [-2.523, -0.504, -0.137], [2.683, 0.471, 1.920], [3.808, -0.229, -0.368], [1.700, -0.200, -1.428], [-3.419, -0.875, 1.959], [-2.502, -0.961, -1.279], [0.229, -0.494, -0.987], [2.018, 0.895, -1.557]],
  "forces_ev_per_a": [[0.63, 2.55, -1.01], [0.21, -1.51, 1.68], [-0.54, -0.75, -2.80], [0.37, -2.71, 0.76], [0.44, 0.01, -0.67], [-1.59, 3.40, 1.25], [1.85, 1.43, 1.47], [-2.07, 0.79, -6.07], [8.16, 0.04, 0.84], [0.95, 0.92, -0.69], [-3.45, 7.54, 2.77], [-0.30, -3.78, -0.88], [0.61, 2.97, -0.72], [-0.48, -1.41, 2.38], [-0.24, -3.39, 1.77], [0.87, 2.24, 2.47], [-8.43, -2.23, -1.20], [2.41, -0.70, 0.17], [1.13, 0.55, -0.45], [-2.00, -0.86, -0.21], [3.25, -3.20, 0.17], [0.31, 0.47, -0.12], [-0.75, 1.33, 2.83], [-0.20, -2.02, -2.75], [-1.09, -1.68, -0.99]]
}

[5]
{
  "formula": "CHOP3",
  "method": "ωB97M-V with the def2-TZVPD basis set",
  "homo_energy_ev": [-8.275, -8.274],
  "total_energy_ha": -1137.88784,
  "gap_ev": [6.44, 6.43],
  "total_charge": 0,
  "elements": ["O", "P", "P", "P", "H", "C"],
  "xyz": [[3.725, -1.249, 0.111], [2.867, 1.366, -0.017], [2.190, -1.430, -0.101], [4.504, 0.225, 0.026], [1.729, -2.376, 0.869], [1.718, 0.141, 0.087]],
  "forces_ev_per_a": [[4.75, -1.02, 0.40], [-0.88, 2.48, -0.21], [-2.06, 0.79, -0.23], [0.81, -2.28, 0.12], [0.32, 0.60, -0.25], [-2.94, -0.57, 0.17]]
}

[6]
{
  "formula": "C4H7NO",
  "method": "ωB97M-V with the def2-TZVPD basis set",
  "homo_energy_ev": -9.861,
  "total_energy_ha": -286.54699,
  "gap_ev": 10.94,
  "total_charge": 0,
  "elements": ["H", "C", "H", "C", "C", "H", "N", "H", "H", "O", "H", "C", "H"],
  "xyz": [[0.764, 0.606, 0.996], [-0.023, 1.068, -1.705], [0.999, 1.463, -1.749], [0.799, -0.574, 1.049], [-0.202, 0.130, -0.578], [1.542, -1.200, 1.577], [-1.206, -0.021, 0.189], [-0.197, 0.452, -2.585], [-0.735, 1.892, -1.663], [0.885, -0.722, -0.363], [-0.948, -1.883, 1.279], [-0.673, -0.822, 1.304], [-1.004, -0.388, 2.251]],
  "forces_ev_per_a": [[1.48, -1.77, 2.33], [-0.22, -0.10, -0.32], [-0.25, -0.24, 0.13], [0.04, 1.23, 0.57], [-0.82, -0.92, -1.37], [-0.22, 0.79, -0.23], [0.36, 0.57, -0.14], [0.07, 0.29, -0.49], [-0.02, -0.24, -0.04], [-0.35, 0.53, -0.37], [-0.07, 0.13, -0.18], [0.02, -0.15, 0.24], [-0.03, -0.11, -0.12]]
}